Entry 1:
Computed, not measured: 10 unconnected molecules or ions with the total composition C35H60Cl27N2OS2 in a non-equilibrium geometry, with ωB97M-V/def2-TZVPD.

Geometry (Å):
C (-5.44933, 3.96024, -2.62000)
C (-5.39564, 3.60965, -4.14735)
C (-5.61875, 2.05011, -4.32707)
C (-4.26210, 1.27016, -4.10283)
C (-4.53965, -0.29855, -4.06668)
C (-4.34766, -0.91858, -5.48829)
C (-2.87369, -1.34492, -5.84007)
C (-1.74624, -0.52168, -5.12640)
C (-0.38804, -1.34312, -5.31664)
C (0.60987, -0.90896, -4.16845)
C (1.44554, 0.36676, -4.54427)
C (2.86107, 0.02631, -5.15213)
C (3.83230, -0.63590, -4.10251)
C (4.28403, 0.39866, -2.98092)
C (3.48468, 0.13798, -1.63714)
C (4.27244, -0.85966, -0.68046)
C (3.79506, -2.34905, -0.78095)
C (2.43089, -2.47321, 0.02197)
C (2.78060, -2.90133, 1.52212)
C (2.09534, -1.87511, 2.50575)
S (2.82721, -1.97065, 4.19362)
C (1.93240, -0.81818, 5.33409)
C (2.95898, 0.01599, 6.19043)
C (2.39359, 0.13997, 7.65420)
C (2.22053, 1.62262, 8.16398)
S (1.51983, 2.74868, 6.90118)
C (2.53446, 4.22437, 7.06871)
N (3.74576, 4.17938, 7.57867)
N (4.31140, 5.42185, 7.58769)
C (3.36938, 6.18314, 7.04362)
O (2.22915, 5.52383, 6.71259)
H (-6.37733, 3.62702, -2.10383)
H (-5.31104, 5.05786, -2.46370)
H (-4.59374, 3.44323, -2.12042)
H (-6.11680, 4.20951, -4.75372)
H (-4.35611, 3.85226, -4.48916)
H (-6.32478, 1.63928, -3.56336)
H (-6.04101, 1.84229, -5.34413)
H (-3.73325, 1.61261, -3.17793)
H (-3.59044, 1.44551, -4.98937)
H (-3.90431, -0.77099, -3.27569)
H (-5.59490, -0.40010, -3.70259)
H (-4.96049, -1.86074, -5.50470)
H (-4.83375, -0.23073, -6.23347)
H (-2.74059, -1.17422, -6.94366)
H (-2.76402, -2.44898, -5.69097)
H (-1.87297, -0.42277, -4.02657)
H (-1.60044, 0.44293, -5.65967)
H (0.09661, -1.14590, -6.29955)
H (-0.65198, -2.41835, -5.16657)
H (1.31343, -1.73477, -3.89421)
H (0.05350, -0.67373, -3.22045)
H (1.63719, 0.97069, -3.61693)
H (0.91690, 1.03133, -5.27679)
H (2.72355, -0.60756, -6.06154)
H (3.34640, 0.97868, -5.47083)
H (3.34759, -1.48166, -3.55914)
H (4.71442, -1.07291, -4.63726)
H (5.38419, 0.27925, -2.84070)
H (3.99775, 1.42519, -3.31560)
H (3.38601, 1.09457, -1.06819)
H (2.47415, -0.29271, -1.82398)
H (5.34819, -0.78042, -0.96770)
H (4.19470, -0.49359, 0.37816)
H (4.57219, -3.00749, -0.33187)
H (3.61558, -2.68378, -1.82977)
H (1.89078, -1.50030, 0.05660)
H (1.80557, -3.29174, -0.41293)
H (2.45237, -3.95121, 1.69915)
H (3.88241, -2.87375, 1.69856)
H (1.01733, -2.16033, 2.58129)
H (2.24611, -0.84285, 2.12254)
H (4.10892, -1.46571, 4.10697)
H (1.23191, -0.18555, 4.73335)
H (1.32012, -1.48097, 5.99193)
H (3.89582, -0.60266, 6.26461)
H (3.26073, 0.97747, 5.72324)
H (3.08851, -0.40597, 8.33866)
H (1.40128, -0.35259, 7.77877)
H (3.20269, 1.94737, 8.57508)
H (1.50672, 1.60426, 9.02094)
H (3.55628, 7.25427, 6.88568)
C (-0.62645, -3.21597, 8.02083)
Cl (-1.59840, -4.12822, 6.86606)
Cl (1.09953, -3.51999, 7.75908)
Cl (-0.97718, -1.48716, 7.90030)
H (-0.88269, -3.54770, 9.02157)
C (4.74821, -5.26916, 6.90755)
Cl (6.45836, -4.99843, 7.24547)
Cl (4.17702, -4.15051, 5.65507)
Cl (4.46440, -6.93987, 6.42412)
H (4.18617, -5.07521, 7.81581)
C (-1.94462, 2.97674, -7.52157)
Cl (-0.88234, 3.53000, -6.22125)
Cl (-1.37031, 1.44201, -8.18504)
Cl (-3.60693, 2.82326, -6.94175)
H (-1.92713, 3.71647, -8.31466)
C (-3.12883, 1.40404, 5.60209)
Cl (-1.41823, 1.68318, 5.96402)
Cl (-3.68075, 2.50077, 4.33586)
Cl (-3.39771, -0.27854, 5.13126)
H (-3.70326, 1.60277, 6.50071)
C (6.60343, -2.06564, 9.52466)
Cl (5.87838, -0.61633, 8.81168)
Cl (7.69767, -1.63051, 10.83566)
Cl (5.35013, -3.17241, 10.10025)
H (7.17622, -2.57224, 8.75507)
C (-5.97392, -1.55146, -9.28354)
Cl (-6.09322, -2.89597, -8.14274)
Cl (-4.95214, -0.26497, -8.62651)
Cl (-5.34679, -2.11024, -10.83785)
H (-6.96946, -1.14928, -9.44165)
C (0.26045, -5.56385, -4.06536)
Cl (-0.48638, -4.84741, -5.49616)
Cl (1.56625, -6.65946, -4.52515)
Cl (0.86055, -4.30505, -2.97536)
H (-0.49492, -6.13653, -3.53816)
C (0.90245, 8.24561, 9.83420)
Cl (2.17263, 8.62030, 11.00205)
Cl (1.51514, 7.16103, 8.57506)
Cl (-0.49656, 7.53124, 10.64251)
H (0.58819, 9.17104, 9.36339)
C (-9.76945, 0.33289, -10.04806)
Cl (-8.49672, 0.66864, -8.86663)
Cl (-9.16868, -0.74446, -11.31360)
Cl (-11.18431, -0.36514, -9.25640)
H (-10.06316, 1.27033, -10.50795)

Results
orbital gap	0.307	hartree
net charge	+1
M	1546.2	g/mol
LUMO level	-2.670	eV
strongest force on any atom	3.3	eV Å⁻¹
E_HOMO	-11.02	eV

Entry 2:
Computed, not measured: 12 unconnected molecules or ions with the total composition C35H60F24N13O29S2 in a non-equilibrium geometry, with ωB97M-V/def2-TZVPD.

Geometry (Å):
C (-0.99323, 1.35410, 2.75917)
S (-1.71737, -0.27447, 2.96025)
O (-1.05553, -0.89421, 4.06966)
O (-3.13034, -0.06943, 3.06829)
C (-1.27867, -1.13849, 1.41887)
C (0.22556, -0.83011, 1.14047)
C (1.09240, -1.77816, 0.25477)
C (2.23183, -2.52735, 0.99629)
C (2.60714, -1.96659, 2.35153)
O (1.58254, -2.31610, 3.27764)
C (1.74029, -0.91141, -0.82792)
F (2.42352, -1.72854, -1.67925)
F (0.83576, -0.26158, -1.58547)
C (2.82511, 0.16880, -0.45177)
F (3.92938, -0.34748, 0.10455)
F (3.21661, 0.63034, -1.68033)
C (2.44906, 1.45672, 0.27798)
F (1.34974, 2.02656, -0.24742)
F (2.12161, 1.15988, 1.56314)
C (3.56521, 2.55786, 0.42376)
F (4.32163, 2.17785, 1.47375)
F (2.91878, 3.67607, 0.81277)
C (4.58522, 2.93335, -0.68126)
F (5.39317, 1.86862, -0.86564)
F (5.36654, 3.87173, -0.09907)
C (4.18271, 3.47837, -2.10764)
F (4.47909, 2.52563, -3.01493)
F (4.98414, 4.52351, -2.39360)
C (2.73268, 3.94314, -2.43001)
F (1.86968, 2.91167, -2.50007)
F (2.82423, 4.41811, -3.69685)
C (2.14032, 5.11947, -1.57928)
F (1.19648, 4.65253, -0.74316)
F (3.08831, 5.75649, -0.89047)
F (1.54363, 5.99966, -2.39930)
C (0.13774, -2.83787, -0.28880)
O (-0.80543, -2.23378, -1.12792)
S (0.79679, -4.08426, -1.49297)
O (-0.20310, -5.11125, -1.66263)
O (2.06322, -4.62026, -1.10303)
C (0.92069, -3.41997, -3.26069)
F (0.66800, -2.12350, -3.45077)
F (2.19339, -3.64654, -3.60389)
C (0.02212, -4.21606, -4.23872)
F (-1.27107, -4.14936, -3.85755)
F (0.44394, -5.48082, -4.35586)
C (0.03715, -3.59154, -5.69006)
F (-0.69857, -2.48207, -5.74700)
F (1.26671, -3.39655, -6.14832)
F (-0.56295, -4.51828, -6.46672)
N (-0.49986, -3.40795, 0.94203)
C (-0.59279, -4.91117, 1.09763)
N (-0.42562, -5.21725, 2.51390)
C (-1.74970, -2.61747, 1.30664)
C (-2.52598, -3.15932, 2.49690)
C (-4.01208, -2.73549, 2.33874)
C (-4.71361, -2.69299, 3.70241)
C (-5.64664, -1.49987, 3.89522)
O (-5.35332, -0.86252, 5.14579)
H (0.02676, 1.33804, 3.11975)
H (-0.99497, 1.65324, 1.71629)
H (-1.60149, 2.04031, 3.32735)
H (-1.83930, -0.61200, 0.65491)
H (0.21682, 0.14496, 0.68271)
H (0.68714, -0.65729, 2.10256)
H (1.92327, -3.55184, 1.18137)
H (3.11856, -2.65497, 0.39116)
H (3.52544, -2.45559, 2.66576)
H (2.80427, -0.90545, 2.39050)
H (1.69988, -3.23060, 3.54313)
H (-1.45886, -2.89430, -1.40312)
H (0.07900, -3.21323, 1.77980)
H (0.22731, -5.40627, 0.59915)
H (-1.52580, -5.29571, 0.71522)
H (-0.79454, -6.14023, 2.68951)
H (0.55689, -5.20648, 2.74653)
H (-2.48122, -2.69727, 0.51664)
H (-2.59444, -4.23749, 2.48723)
H (-2.11638, -2.90374, 3.46424)
H (-4.11324, -1.80406, 1.79170)
H (-4.49893, -3.49991, 1.74230)
H (-5.29444, -3.60681, 3.79142)
H (-4.02131, -2.71825, 4.53303)
H (-6.68219, -1.78936, 3.97092)
H (-5.52336, -0.76831, 3.10421)
H (-4.72838, -0.16027, 4.97074)
C (8.31627, 4.99687, -0.62026)
N (9.34960, 4.22066, 0.11845)
O (9.49187, 4.45248, 1.29859)
O (9.97309, 3.40256, -0.51683)
H (7.84038, 5.68090, 0.07199)
H (8.81613, 5.53377, -1.42027)
H (7.60490, 4.28378, -1.01912)
C (-9.44666, -1.38748, 1.70860)
N (-8.21799, -2.19170, 1.94038)
O (-7.27999, -2.02862, 1.18971)
O (-8.22870, -2.96141, 2.87415)
H (-9.28064, -0.75139, 0.84788)
H (-10.26158, -2.08319, 1.53547)
H (-9.62297, -0.80080, 2.60497)
C (-1.91865, -7.18479, -3.89943)
N (-3.08280, -8.06303, -3.60379)
O (-3.65043, -7.89925, -2.54388)
O (-3.38111, -8.87794, -4.44201)
H (-1.78304, -6.51946, -3.05805)
H (-1.05105, -7.82207, -4.03862)
H (-2.14334, -6.63510, -4.80785)
C (-1.31839, 4.55521, -2.90010)
N (-2.76319, 4.74888, -3.19603)
O (-3.08230, 5.67255, -3.89709)
O (-3.52875, 3.94466, -2.69604)
H (-0.75180, 5.32735, -3.40503)
H (-1.19903, 4.62075, -1.82338)
H (-1.04426, 3.56917, -3.26389)
C (2.47962, 1.82641, -6.36202)
N (1.74686, 2.84147, -7.16534)
O (1.97513, 2.90471, -8.34910)
O (0.95887, 3.54060, -6.56269)
H (3.14197, 1.26964, -7.01360)
H (3.03709, 2.35882, -5.59684)
H (1.73478, 1.17355, -5.91798)
C (3.90492, 4.17344, 4.40723)
N (3.14820, 3.30078, 5.34071)
O (2.41110, 2.45832, 4.85235)
O (3.30821, 3.47734, 6.52001)
H (3.64011, 3.88710, 3.39693)
H (3.61739, 5.20106, 4.60834)
H (4.96252, 4.02383, 4.59088)
C (0.63351, -0.03707, -10.62047)
N (1.72187, -0.81899, -9.97200)
O (2.00792, -0.54716, -8.82377)
O (2.25371, -1.67358, -10.63650)
H (0.26015, 0.68836, -9.90828)
H (1.06042, 0.45164, -11.49018)
H (-0.14018, -0.73983, -10.91316)
C (1.07342, -2.97824, 7.16493)
N (1.66519, -4.10346, 6.38921)
O (0.95902, -4.65807, 5.56453)
O (2.81053, -4.39544, 6.62221)
H (0.04947, -2.83871, 6.84103)
H (1.12265, -3.24844, 8.21505)
H (1.67327, -2.09620, 6.96366)
C (-5.14162, 3.15953, -0.44461)
N (-5.71172, 2.24019, 0.57929)
O (-6.44795, 1.35432, 0.19394)
O (-5.40182, 2.44106, 1.73114)
H (-5.50238, 2.85864, -1.41863)
H (-5.47148, 4.16503, -0.19709)
H (-4.06266, 3.08072, -0.38907)
C (-9.20369, 3.98483, 0.53865)
N (-8.92839, 5.20319, 1.34514)
O (-9.83061, 5.66811, 1.99846)
O (-7.79995, 5.64417, 1.28537)
H (-10.23795, 3.69525, 0.67716)
H (-9.00538, 4.23202, -0.49973)
H (-8.52970, 3.20805, 0.88846)
C (8.60477, 3.56639, 6.09353)
N (7.22724, 3.87814, 5.62657)
O (7.07770, 4.83911, 4.90525)
O (6.33678, 3.14235, 6.00312)
H (9.28094, 4.30310, 5.67814)
H (8.59494, 3.60519, 7.17828)
H (8.84684, 2.56779, 5.74421)

Results
orbital gap	0.296	hartree
net charge	+1
M	1647.0	g/mol
LUMO level	-3.366	eV
strongest force on any atom	3.4	eV Å⁻¹
E_HOMO	-11.41	eV

Entry 3:
Computed, not measured: 10 unconnected molecules or ions with the total composition C35H60O25 in a non-equilibrium geometry, with ωB97M-V/def2-TZVPD.

Geometry (Å):
C (1.21287, -1.12729, 5.13688)
C (1.72536, -0.21091, 4.04740)
O (0.54755, 0.37474, 3.45248)
C (-0.48195, 0.08046, 4.25791)
O (-1.62101, 0.46892, 4.02548)
O (-0.17006, -0.69372, 5.22888)
H (1.68365, -0.80470, 6.03964)
H (1.28711, -2.14325, 4.88216)
H (2.14414, -0.78389, 3.23079)
H (2.33633, 0.63559, 4.37814)
C (-2.62888, -3.47385, 3.38134)
C (-1.30476, -4.22563, 3.65372)
O (-1.64218, -5.32043, 4.46716)
C (-2.93749, -5.25977, 4.76480)
O (-3.48780, -6.00817, 5.49507)
O (-3.51890, -4.17926, 4.23926)
H (-2.98811, -3.57103, 2.34444)
H (-2.60138, -2.46355, 3.71489)
H (-0.62491, -3.59091, 4.21975)
H (-0.91844, -4.62314, 2.71185)
C (-3.26710, 3.11276, 1.79915)
C (-1.91290, 2.46448, 1.47319)
O (-0.91056, 3.34069, 2.10377)
C (-1.52082, 4.38626, 2.60118)
O (-0.90167, 5.26884, 3.11025)
O (-2.84530, 4.34448, 2.42332)
H (-3.93535, 2.64923, 2.48006)
H (-3.80815, 3.44585, 0.92180)
H (-1.79308, 2.41917, 0.38824)
H (-1.80595, 1.50987, 1.92142)
C (2.65208, 3.86570, 2.67100)
C (2.27291, 5.09900, 1.76242)
O (2.14140, 4.48798, 0.48355)
C (1.81036, 3.25413, 0.64493)
O (1.36003, 2.55437, -0.16223)
O (2.11702, 2.86445, 1.89652)
H (2.07578, 4.00605, 3.57017)
H (3.71504, 3.80915, 2.78517)
H (2.96373, 5.96705, 1.71432)
H (1.22404, 5.34121, 1.97775)
C (-0.20328, -0.48245, -0.47836)
C (1.28661, -0.59237, -0.17769)
O (1.40641, -1.01346, 1.19718)
C (0.25328, -1.49728, 1.57196)
O (0.12091, -2.13543, 2.57982)
O (-0.74390, -1.31919, 0.67555)
H (-0.45821, -1.07703, -1.33700)
H (-0.63460, 0.50475, -0.37535)
H (1.85896, 0.32181, -0.31287)
H (1.68342, -1.43701, -0.76898)
O (4.26863, -0.75170, -2.37270)
C (4.66099, 0.01479, -1.52534)
O (4.84683, 1.35044, -1.77275)
C (4.49577, 1.84184, -3.03171)
C (3.04213, 1.78868, -3.32370)
C (5.22516, -0.42231, -0.18439)
H (5.15476, 1.46333, -3.82404)
H (4.82617, 2.87817, -2.97558)
H (2.74307, 2.45014, -4.14924)
H (2.48529, 2.08864, -2.44170)
H (2.75958, 0.74264, -3.45422)
H (5.28523, 0.35486, 0.55855)
H (6.18521, -0.82618, -0.38059)
H (4.66884, -1.30583, 0.10724)
O (-6.87702, -1.50930, 2.33069)
C (-7.09658, -0.37071, 2.60775)
O (-6.14189, 0.47772, 2.91481)
C (-4.80072, -0.03769, 3.09385)
C (-4.09327, -0.13076, 1.76921)
C (-8.44650, 0.19632, 2.81639)
H (-4.98596, -0.97157, 3.59307)
H (-4.29148, 0.66110, 3.78551)
H (-4.24091, 0.79834, 1.26110)
H (-4.48617, -0.95732, 1.17032)
H (-3.03864, -0.29020, 1.88233)
H (-8.55587, 0.23350, 3.92357)
H (-9.18390, -0.46372, 2.46055)
H (-8.57195, 1.24218, 2.56064)
O (1.11149, -1.84956, -3.26313)
C (1.20161, -2.21521, -4.40972)
O (0.84259, -1.45409, -5.49023)
C (0.51246, -0.06530, -5.17474)
C (1.07833, 0.83077, -6.23141)
C (1.69503, -3.51589, -4.78667)
H (0.83038, 0.17857, -4.17544)
H (-0.61483, -0.04676, -5.22708)
H (0.69227, 0.61370, -7.21574)
H (2.11001, 0.75442, -6.41885)
H (0.85033, 1.86932, -6.00322)
H (2.14992, -3.98921, -3.91723)
H (2.49333, -3.40783, -5.51085)
H (1.00255, -4.13201, -5.32243)
O (2.64613, -7.22260, -1.83160)
C (2.13423, -7.35680, -0.77291)
O (1.57914, -6.35881, -0.06199)
C (1.41566, -5.11713, -0.89241)
C (0.45504, -4.13737, -0.31394)
C (1.99937, -8.64150, 0.04152)
H (1.10511, -5.49321, -1.89215)
H (2.46232, -4.65388, -1.02371)
H (0.66531, -3.96355, 0.73366)
H (-0.56871, -4.56847, -0.37304)
H (0.56048, -3.24297, -0.94372)
H (2.88443, -8.74537, 0.64156)
H (1.99516, -9.49722, -0.64276)
H (1.13045, -8.61905, 0.68354)
O (-0.21646, 3.95585, -4.83329)
C (-0.10870, 5.15568, -4.78243)
O (0.09015, 5.86078, -3.64408)
C (0.38565, 5.12002, -2.45190)
C (-0.79361, 5.02375, -1.53582)
C (-0.11807, 6.13391, -5.94146)
H (1.28139, 5.53816, -1.95949)
H (0.63113, 4.08425, -2.71374)
H (-1.53640, 4.34005, -1.97141)
H (-1.21433, 6.03874, -1.27331)
H (-0.46834, 4.53484, -0.63680)
H (0.44476, 7.05478, -5.67309)
H (-1.11006, 6.47859, -6.19238)
H (0.26421, 5.63898, -6.80804)

Results
orbital gap	0.383	hartree
SMILES string	CCOC(C)=O.CCOC(C)=O.CCOC(C)=O.CCOC(C)=O.CCOC(C)=O.O=C1OCCO1.O=C1OCCO1.O=C1OCCO1.O=C1OCCO1.O=C1OCCO1
M	880.8	g/mol
LUMO level	0.233	eV
strongest force on any atom	4.1	eV Å⁻¹
ΔE to the lowest compared entry with this formula, charge and spin	0.0	kJ/mol
E_HOMO	-10.18	eV

- Which of these has the lowest M?
  C35H60O25

- Which value of M does entry 2 give?
  1647.0 g/mol